39
Properties=species:S:1:pos:R:3 method="wB97M-V/def2-TZVPD" orbital_gap_ev=10.33 charge=+1 mol_weight_da=208.28 homo_energy_ev=-12.83 largest_force_ha_per_bohr=0.050 relative_energy_kj_mol=193.6 e_lumo_ev=-2.50
C -1.657 -0.097 -2.714
C -1.587 0.744 -1.432
C -0.273 0.381 -0.681
C -0.168 1.217 0.682
C -1.505 0.609 2.706
C -1.483 1.069 1.471
N -1.510 2.267 -1.603
H -1.786 -1.171 -2.557
H -2.523 0.083 -3.294
H -0.756 -0.024 -3.354
H -2.497 0.528 -0.863
H -0.382 -0.689 -0.462
H 0.496 0.354 -1.437
H -0.025 2.261 0.375
H 0.711 0.969 1.289
H -0.649 0.235 3.231
H -2.403 0.400 3.368
H -2.368 1.278 0.922
H -0.430 2.520 -1.701
H -1.910 2.623 -0.727
H -1.997 2.685 -2.381
H 3.713 0.755 -0.612
H 2.528 -0.153 0.069
O 2.761 0.593 -0.580
H 1.445 3.466 -0.792
H 2.115 2.192 -1.232
O 1.463 2.862 -1.534
H -1.421 -3.026 -0.062
H -2.556 -2.989 -0.888
O -1.785 -2.410 -0.708
H 0.795 -4.300 -0.789
H 1.373 -4.036 0.585
O 0.633 -3.760 0.002
H 2.175 -1.386 1.839
H 1.192 -1.692 0.744
O 2.121 -1.443 0.870
H 1.831 -0.237 4.166
H 0.851 -1.376 3.796
O 1.469 -0.734 3.434

***

99
Properties=species:S:1:pos:R:3 method="wB97M-V/def2-TZVPD" orbital_gap_ev=7.42 charge=+1 mol_weight_da=612.71 homo_energy_ev=-10.31 largest_force_ha_per_bohr=0.100 e_lumo_ev=-2.90
N 3.209 3.600 -3.445
P 2.496 2.745 -4.591
C 1.459 1.366 -3.890
C 0.921 1.505 -2.445
N 0.114 2.719 -2.182
N 0.135 0.228 -2.322
C 0.671 -0.798 -3.308
C 2.009 -0.105 -3.832
P 3.268 -0.559 -2.525
N 4.471 0.480 -2.402
O 3.957 -2.038 -2.888
O 2.589 -0.739 -1.025
H 4.212 3.564 -3.618
H 1.587 3.550 -5.348
H 3.396 2.188 -5.558
H 0.561 1.268 -4.551
H 1.713 1.597 -1.680
H 0.775 3.498 -2.188
H -0.146 2.626 -1.192
H -0.796 0.444 -2.686
H 0.161 -0.234 -1.409
H 0.733 -1.841 -2.967
H 0.058 -0.819 -4.232
H 2.325 -0.402 -4.846
H 4.296 1.246 -3.053
H 4.118 -2.047 -3.841
H 3.029 -0.134 -0.415
C 1.416 -1.549 4.765
O 0.718 -0.440 5.307
C 1.565 0.506 5.958
C 1.653 1.802 5.165
N 2.403 1.599 3.930
C 2.337 2.702 2.971
C 0.986 3.106 2.357
O 0.416 2.134 1.484
C -0.340 1.114 2.135
H 0.677 -2.290 4.459
H 1.996 -1.260 3.883
H 2.075 -2.004 5.509
H 2.556 0.090 6.158
H 1.100 0.729 6.922
H 2.152 2.562 5.773
H 0.633 2.139 4.965
H 2.059 0.765 3.475
H 2.994 2.417 2.144
H 2.782 3.587 3.435
H 1.182 3.982 1.732
H 0.252 3.428 3.103
H -0.853 1.487 3.031
H 0.295 0.258 2.379
H -1.100 0.760 1.432
C -1.356 -6.335 -5.032
O -0.247 -6.837 -5.756
C -0.427 -6.810 -7.171
C 0.478 -5.769 -7.813
N 0.042 -4.412 -7.487
C 1.010 -3.374 -7.836
C 2.377 -3.403 -7.146
O 2.337 -3.121 -5.750
C 2.019 -4.235 -4.922
H -1.198 -6.567 -3.979
H -1.438 -5.247 -5.135
H -2.287 -6.809 -5.355
H -1.474 -6.658 -7.447
H -0.128 -7.794 -7.540
H 0.465 -5.899 -8.898
H 1.498 -5.959 -7.457
H -0.140 -4.354 -6.495
H 0.538 -2.415 -7.595
H 1.160 -3.385 -8.919
H 2.976 -2.602 -7.589
H 2.928 -4.329 -7.338
H 2.392 -5.175 -5.331
H 0.940 -4.295 -4.758
H 2.486 -4.075 -3.948
C -4.766 2.254 8.754
O -5.423 2.011 7.521
C -6.015 3.174 6.949
C -5.265 3.606 5.698
N -3.948 4.145 6.027
C -3.070 4.325 4.873
C -2.672 3.082 4.071
O -1.829 2.175 4.771
C -2.515 1.271 5.631
H -4.513 1.288 9.191
H -3.838 2.815 8.607
H -5.417 2.789 9.450
H -6.094 3.990 7.672
H -7.030 2.892 6.657
H -5.845 4.373 5.176
H -5.189 2.729 5.043
H -3.490 3.522 6.678
H -2.151 4.783 5.249
H -3.527 5.052 4.195
H -2.082 3.429 3.216
H -3.535 2.558 3.646
H -3.501 1.002 5.245
H -2.602 1.691 6.635
H -1.916 0.366 5.710

***

11
Properties=species:S:1:pos:R:3 method="wB97M-V/def2-TZVPD" orbital_gap_ev=9.67 mol_weight_da=149.20 homo_energy_ev=-9.17 largest_force_ha_per_bohr=0.031 relative_energy_kj_mol=124.1 e_lumo_ev=0.50
H -2.550 0.684 -1.707
N -2.167 0.995 -0.831
C -1.149 0.341 -0.531
N -0.450 -0.692 -1.120
C 0.674 -1.021 -0.392
S 1.780 -2.183 -0.689
O 0.668 -0.243 0.673
N -0.493 0.547 0.694
S -0.325 2.094 1.321
H -0.691 -1.104 -2.026
H -0.760 1.916 2.561

***

9
Properties=species:S:1:pos:R:3 method="wB97M-V/def2-TZVPD" orbital_gap_ev=11.48 smiles=OC[SiH3] mol_weight_da=62.14 homo_energy_ev=-10.49 largest_force_ha_per_bohr=0.079 relative_energy_kj_mol=225.2 e_lumo_ev=0.99
O 1.433 1.052 0.042
C 0.862 -0.355 0.164
Si -1.066 -0.221 -0.075
H 0.896 1.734 -0.293
H 1.027 -0.809 1.128
H 1.332 -1.012 -0.593
H -1.472 0.810 0.821
H -1.168 0.133 -1.404
H -1.843 -1.332 0.210

***

10
Properties=species:S:1:pos:R:3 method="wB97M-V/def2-TZVPD" orbital_gap_ev=9.11 smiles="ClC(Br)Br.C=C=O" mol_weight_da=250.32 homo_energy_ev=-9.49 largest_force_ha_per_bohr=0.051 relative_energy_kj_mol=175.3 e_lumo_ev=-0.38
Cl -2.701 0.626 0.930
C -1.477 0.760 2.308
Br -2.138 2.131 3.558
Br -1.373 -1.109 3.112
H -0.458 1.061 1.969
C 0.402 -1.041 -0.662
C 0.482 -2.320 -0.643
O 0.664 -3.453 -0.750
H 1.386 -0.565 -0.779
H -0.429 -0.490 -0.902

***

17
Properties=species:S:1:pos:R:3 method="wB97M-V/def2-TZVPD" orbital_gap_ev="2.70 / 2.78" charge=+1 mol_weight_da=263.06 homo_energy_ev="-11.57 / -11.61" largest_force_ha_per_bohr=0.068 relative_energy_kj_mol=260.8 e_lumo_ev="-8.87 / -8.83"
C 0.320 -1.800 0.119
C 0.126 -1.522 -1.340
C -1.551 2.156 -0.104
C -1.623 0.621 -0.171
O 1.280 0.870 -0.302
P 0.109 -0.016 -0.260
S 5.135 0.774 2.687
I 3.822 -1.072 2.810
H -0.521 -2.474 0.727
H 1.421 -2.096 0.374
H 1.035 -1.407 -1.956
H -0.816 -1.882 -1.881
H -0.477 2.398 0.089
H -1.931 2.602 -1.071
H -2.143 2.616 0.773
H -2.076 0.245 -1.151
H -2.110 -0.013 0.656

***

19
Properties=species:S:1:pos:R:3 method="wB97M-V/def2-TZVPD" orbital_gap_ev="7.93 / 7.91" mol_weight_da=126.16 homo_energy_ev="-8.31 / -8.30" largest_force_ha_per_bohr=0.071 relative_energy_kj_mol=527.7 e_lumo_ev="-0.39 / -0.39"
C 1.486 0.172 -0.114
N 2.540 -0.655 0.070
C 0.232 -0.168 0.708
C 0.319 -0.587 2.036
O 1.473 1.040 -0.960
H 2.495 -1.401 0.744
H 3.393 -0.481 -0.438
H -0.509 1.021 0.650
H 0.737 0.052 2.801
H -0.183 -1.481 2.375
C -0.753 -1.026 -0.109
C -1.733 1.197 -0.258
C -1.675 1.729 -1.452
N -0.547 -1.657 -1.193
H 0.282 -1.334 -1.693
H -1.654 -1.283 0.450
H -2.591 0.963 0.358
H -0.743 1.880 -1.978
H -2.570 2.020 -1.995

***

100
Properties=species:S:1:pos:R:3 method="wB97M-V/def2-TZVPD" orbital_gap_ev=7.70 charge=-1 mol_weight_da=979.16 homo_energy_ev=-5.42 largest_force_ha_per_bohr=0.004 e_lumo_ev=2.28
Cd 0.126 0.827 1.633
C 6.243 0.038 2.458
C 5.359 -1.002 2.202
C 4.254 -0.787 1.395
C 4.034 0.459 0.804
C 4.911 1.501 1.086
C 6.009 1.289 1.909
P 2.508 0.607 -0.192
C 2.974 -0.118 -1.816
C 2.147 0.166 -2.909
C 2.378 -0.414 -4.144
C 3.435 -1.303 -4.311
C 4.255 -1.596 -3.235
C 4.029 -1.006 -1.995
C 2.449 2.382 -0.649
C 3.402 2.872 -1.510
C 3.428 4.226 -1.890
C 2.494 5.080 -1.378
C 1.500 4.623 -0.483
C 0.569 5.538 0.069
C -0.368 5.104 0.956
C -0.439 3.735 1.300
C 0.420 2.793 0.782
C 1.440 3.247 -0.110
H 7.096 -0.121 3.105
H 5.507 -1.974 2.655
H 3.540 -1.588 1.243
H 4.731 2.486 0.675
H 6.678 2.112 2.129
H 1.324 0.863 -2.786
H 1.733 -0.173 -4.980
H 3.615 -1.760 -5.276
H 5.084 -2.282 -3.355
H 4.686 -1.237 -1.167
H 4.155 2.203 -1.911
H 4.190 4.581 -2.572
H 2.506 6.132 -1.643
H 0.636 6.583 -0.214
H -1.068 5.805 1.399
H -1.198 3.425 2.012
C -3.279 -1.882 2.099
C -3.464 -0.498 1.450
P -3.469 -0.568 -0.394
C -2.891 1.097 -0.892
C -3.403 2.274 -0.346
C -2.983 3.506 -0.816
C -2.040 3.580 -1.835
C -1.510 2.419 -2.370
C -1.936 1.182 -1.901
C -5.265 -0.395 -0.750
C -6.238 -0.941 0.084
C -7.584 -0.876 -0.253
C -7.982 -0.267 -1.433
C -7.021 0.273 -2.278
C -5.678 0.205 -1.943
C -1.827 -2.325 2.371
P -0.496 -1.757 1.244
C 0.934 -2.731 1.840
C 1.639 -3.592 0.999
C 2.742 -4.290 1.474
C 3.151 -4.131 2.790
C 2.451 -3.274 3.629
C 1.346 -2.575 3.166
C -0.801 -2.531 -0.373
C -1.573 -3.679 -0.518
C -1.772 -4.230 -1.774
C -1.188 -3.650 -2.892
C -0.399 -2.516 -2.752
C -0.213 -1.959 -1.496
H -3.782 -2.642 1.489
H -3.785 -1.883 3.067
H -2.678 0.171 1.804
H -4.401 -0.050 1.791
H -4.138 2.221 0.450
H -3.378 4.414 -0.378
H -1.703 4.545 -2.189
H -0.760 2.476 -3.150
H -1.528 0.268 -2.320
H -5.951 -1.419 1.013
H -8.323 -1.299 0.416
H -9.031 -0.210 -1.692
H -7.319 0.755 -3.201
H -4.938 0.637 -2.606
H -1.770 -3.414 2.459
H -1.506 -1.917 3.338
H 1.332 -3.723 -0.031
H 3.280 -4.956 0.810
H 4.012 -4.673 3.160
H 2.765 -3.139 4.656
H 0.810 -1.913 3.837
H -2.033 -4.135 0.350
H -2.388 -5.114 -1.882
H -1.347 -4.083 -3.872
H 0.073 -2.062 -3.614
H 0.385 -1.063 -1.381
O -0.330 1.701 5.717
Se -0.394 0.616 4.532
O -1.453 1.066 3.311
O 1.040 0.527 3.663
O -0.782 -0.890 5.032

***

17
Properties=species:S:1:pos:R:3 method="wB97M-V/def2-TZVPD" orbital_gap_ev=9.70 smiles="[O-][n+]1c2c(nn1F)CC=CC2" mol_weight_da=155.13 homo_energy_ev=-9.05 largest_force_ha_per_bohr=0.116 relative_energy_kj_mol=354.9 e_lumo_ev=0.65
O -2.013 2.126 -1.192
N -1.659 1.105 -0.595
C -0.477 0.522 -0.269
C -0.697 -0.654 0.428
N -1.982 -0.848 0.625
N -2.556 0.305 0.032
F -3.820 0.542 -0.238
C 0.437 -1.556 0.984
C 1.713 -0.829 0.537
C 1.973 0.248 -0.068
C 0.829 0.975 -0.810
H 0.487 -1.798 2.043
H 0.300 -2.512 0.287
H 2.562 -1.223 1.018
H 2.956 0.711 -0.271
H 0.877 0.772 -1.849
H 1.070 2.113 -0.662

***

17
Properties=species:S:1:pos:R:3 method="wB97M-V/def2-TZVPD" orbital_gap_ev=10.20 smiles=C[C@H](O)[C@@H](C)N mol_weight_da=89.14 homo_energy_ev=-9.23 largest_force_ha_per_bohr=0.027 relative_energy_kj_mol=74.0 e_lumo_ev=0.97
C -1.492 -1.288 0.443
C -0.801 -0.114 -0.260
O -0.281 -0.535 -1.549
C 0.326 0.466 0.589
C 1.673 -0.256 0.436
N 0.421 1.911 0.345
H -0.745 -1.935 0.883
H -2.088 -1.867 -0.266
H -2.058 -0.885 1.286
H -1.579 0.607 -0.519
H 0.105 -1.422 -1.440
H 0.075 0.336 1.623
H 2.209 0.016 -0.475
H 1.550 -1.342 0.451
H 2.286 0.078 1.277
H 0.627 2.067 -0.635
H 1.127 2.354 0.912

***

22
Properties=species:S:1:pos:R:3 method="wB97M-V/def2-TZVPD" orbital_gap_ev=4.98 charge=-1 mol_weight_da=116.18 homo_energy_ev=-2.18 largest_force_ha_per_bohr=0.070 relative_energy_kj_mol=521.6 e_lumo_ev=2.80
C -1.117 0.514 -0.075
C -1.656 0.328 1.381
C -0.496 0.592 2.416
O -0.129 1.918 2.530
C -0.604 -0.812 -0.687
N 0.246 -0.845 -1.976
C 2.450 1.246 -1.004
C 0.070 -2.170 -1.923
H -1.878 0.871 -0.795
H -0.329 1.372 -0.105
H -2.482 0.931 1.476
H -2.086 -0.729 1.482
H -0.609 0.223 3.502
H 0.379 -0.004 1.960
H -1.594 -1.440 -0.696
H -0.016 -1.294 0.152
H 1.960 0.860 -1.939
H 3.304 0.570 -0.805
H 2.919 2.227 -0.887
H 0.863 -2.895 -1.607
H -0.882 -2.612 -2.244
H 1.685 1.149 -0.156